No. 1
Entry from the OMol25 dataset: a cluster of 2 separate species, C4H9N2 in total (ωB97M-V/def2-TZVPD).

Output
Maximum force in eV Å⁻¹: 0.97
DFT total energy in Eh: -266.932875
HOMO level in eV: -14.701
Total charge: +1
Energy relative to the best compared isomer or geometry (same formula, charge and spin) in kJ/mol: 436.9

Last column: Löwdin charge in e.
Atoms and positions in Å:
C1 1.492 -0.695 0.075  -0.15
C2 -1.892 -0.810 -0.269  -0.02
C3 2.159 0.598 -0.197  -0.06
C4 -1.415 0.568 -0.481  0.00
N1 0.678 0.506 0.113  -0.03
N2 -2.139 0.356 0.563  0.13
H1 1.304 -1.344 -0.771  0.12
H2 1.680 -1.214 1.006  0.12
H3 -2.733 -1.192 -0.836  0.12
H4 -1.187 -1.556 0.077  0.11
H5 2.758 1.077 0.560  0.12
H6 2.400 0.852 -1.216  0.11
H7 0.502 0.845 1.056  0.12
H8 -2.361 0.649 1.497  0.17
H9 -1.248 1.361 -1.178  0.14



No. 2
Entry from the OMol25 dataset: the ion C4H9N2 with charge +1 at a distorted geometry (ωB97M-V/def2-TZVPD).

Output
SMILES: CC1(C)NC1=[NH2+]
Maximum force in eV Å⁻¹: 5.73
DFT total energy in Eh: -266.986938
HOMO level in eV: -15.727
Total charge: +1
Energy relative to the best compared isomer or geometry (same formula, charge and spin) in kJ/mol: 295.0

Last column: Löwdin charge in e.
Atoms and positions in Å:
C1 -1.010 1.270 -0.358  0.04
C2 -0.365 -0.040 -0.109  -0.25
C3 -1.192 -1.177 0.469  0.00
N1 0.804 -0.679 -1.225  0.26
C4 1.073 -0.151 -0.059  -0.34
N2 2.124 0.261 0.625  0.28
H1 -1.784 1.079 -0.976  0.08
H2 -0.369 1.964 -0.667  0.07
H3 -1.315 1.570 0.558  0.09
H4 -2.186 -1.199 0.295  0.04
H5 -1.067 -1.012 1.659  0.15
H6 -0.758 -2.232 0.194  0.14
H7 1.082 -0.264 -2.113  0.15
H8 1.973 0.384 1.598  0.14
H9 2.991 0.226 0.110  0.15



No. 3
Entry from the OMol25 dataset: a cluster of 2 separate species, C4H9N2 in total at a distorted geometry (ωB97M-V/def2-TZVPD).

Output
Maximum force in eV Å⁻¹: 5.28
DFT total energy in Eh: -266.834563
HOMO level in eV: -14.917
Total charge: +1
Energy relative to the best compared isomer or geometry (same formula, charge and spin) in kJ/mol: 695.0

Last column: Löwdin charge in e.
Atoms and positions in Å:
C1 -0.326 -2.239 0.228  -0.06
C2 -1.103 0.774 -1.268  0.18
C3 1.236 1.290 0.805  -0.02
C4 0.127 0.360 0.491  -0.14
N1 0.976 -1.875 -0.191  0.28
N2 0.273 -0.965 0.282  -0.10
H1 -1.090 -2.328 -0.630  0.15
H2 -0.380 -2.833 1.264  0.18
H3 -1.682 -0.134 -1.279  0.02
H4 -1.557 1.765 -1.004  0.08
H5 -0.469 0.865 -2.231  0.09
H6 1.083 2.253 0.483  0.07
H7 2.157 1.145 0.188  0.12
H8 1.421 1.415 1.776  0.05
H9 -0.665 0.508 1.088  0.10



No. 4
Entry from the OMol25 dataset: a structure of composition C4H9N2 at a distorted geometry (ωB97M-V/def2-TZVPD).

Output
Maximum force in eV Å⁻¹: 3.48
DFT total energy in Eh: -266.948040
HOMO level (alpha / beta) in eV: -15.153 / -15.154
Total charge: +1
Energy relative to the best compared isomer or geometry (same formula, charge and spin) in kJ/mol: 397.1

Last column: Löwdin charge in e.
Atoms and positions in Å:
C1 0.092 0.180 0.797  -0.21
C2 -1.237 0.020 1.375  0.01
C3 0.780 1.468 0.821  0.01
C4 0.323 -1.261 -2.111  -0.03
N1 0.773 -0.946 0.197  0.19
N2 0.175 -0.673 -0.859  -0.03
H1 -1.831 -0.741 0.874  0.11
H2 -1.780 0.963 1.407  0.11
H3 -1.102 -0.334 2.406  0.14
H4 1.863 1.361 0.859  0.11
H5 0.417 2.056 1.663  0.11
H6 0.531 2.048 -0.074  0.13
H7 0.572 -0.464 -2.817  0.12
H8 -0.658 -1.631 -2.430  0.12
H9 1.082 -2.047 -2.107  0.11